DFT (ωB97M-V/def2-TZVPD) results for a gas-phase ion, C3H3N2S (charge +1) at a distorted geometry.

```
! RIJCOSX wB97M-V def2-TZVPD def2/J DEFGRID3
* xyz 1 1
C 0.1056 -0.3734 -0.5915
C 1.2757 -0.3303 0.2223
H -1.3899 -0.4551 -2.0924
S -0.2041 -1.0509 -2.1456
H -0.9225 1.5008 1.6574
H 2.2892 -0.8142 0.0410
C -0.3377 0.8147 1.0810
N 0.9389 0.3316 1.2935
N -0.9251 0.3297 0.0001
*
```

Output
HOMO-LUMO gap (alpha / beta)	0.2733 / 0.2733	Ha
molecular weight	99.138	g/mol
ΔE to the lowest compared entry with this formula, charge and spin	37.1	kcal per mole
HOMO level (alpha / beta)	-0.5927 / -0.5927	hartree

=====

DFT (ωB97M-V/def2-TZVPD) results for 2 unconnected molecules or ions with the total composition C3H3N3 at a distorted geometry.

```
! RIJCOSX wB97M-V def2-TZVPD def2/J DEFGRID3
* xyz 0 1
C 1.4407 1.4150 0.1798
H -0.5297 0.8801 -1.2187
H 0.3339 0.2216 1.4577
N -0.4251 0.1869 -0.3931
N 3.3309 -1.4391 -0.1235
N 2.1371 2.2448 -0.2516
C 2.3753 -0.8672 0.0524
C 0.5650 0.4409 0.4947
H -1.2205 -0.1174 0.0267
*
```

Output
HOMO-LUMO gap (alpha / beta)	0.3287 / 0.3288	Ha
molecular weight	81.078	g/mol
ΔE to the lowest compared entry with this formula, charge and spin	89.3	kcal per mole
HOMO level (alpha / beta)	-0.3806 / -0.3807	hartree

=====

DFT (ωB97M-V/def2-TZVPD) results for a single C3H3N3 molecule at a distorted geometry.

```
! RIJCOSX wB97M-V def2-TZVPD def2/J DEFGRID3
* xyz 0 1
N -2.1282 -0.8062 0.2253
H -1.5222 0.7426 -0.8916
N 1.1321 -1.1831 0.1644
C -0.1101 0.8096 0.1817
C 1.1086 0.1278 0.0338
H 2.0599 0.5928 -0.1474
H -0.1011 1.8934 0.1496
C -1.3652 0.1189 0.0672
N 0.9261 -2.2959 0.2170
*
```

Output
HOMO-LUMO gap (alpha / beta)	0.2536 / 0.3038	Ha
molecular weight	81.078	g/mol
ΔE to the lowest compared entry with this formula, charge and spin	120.8	kcal per mole
HOMO level (alpha / beta)	-0.2684 / -0.3176	hartree

=====

DFT (ωB97M-V/def2-TZVPD) results for a single C3H3N3 molecule at a distorted geometry.

```
! RIJCOSX wB97M-V def2-TZVPD def2/J DEFGRID3
* xyz 0 1
H 1.8554 -0.5457 -1.7491
N -1.1773 1.1967 0.2277
C 0.3020 -0.5088 -0.6157
H -1.3964 1.3831 -0.8284
N 1.5345 -0.3034 -0.7990
C -0.3463 0.2804 0.4383
C -0.2135 -0.1980 1.7820
N -0.1310 -0.5895 2.8406
H -0.4273 -0.7149 -1.2964
*
```

Output
HOMO-LUMO gap	0.3866	Ha
molecular weight	81.078	g/mol
ΔE to the lowest compared entry with this formula, charge and spin	49.4	kcal per mole
HOMO level	-0.4005	hartree

=====

DFT (ωB97M-V/def2-TZVPD) results for a single C3H3N3 molecule at a distorted geometry.

```
! RIJCOSX wB97M-V def2-TZVPD def2/J DEFGRID3
* xyz 0 1
C -1.0738 -1.4326 0.7324
C -0.4203 -0.2817 0.3625
H 1.8353 1.1247 -1.4946
H -0.4365 1.8799 0.6662
N -1.6084 -2.4123 1.0184
N -1.0613 1.1948 1.0976
C 0.6488 -0.1033 -0.5608
N 1.0741 1.0628 -0.8238
H 1.0420 -1.0322 -0.9979
*
```

Output
HOMO-LUMO gap (alpha / beta)	0.3269 / 0.3289	Ha
molecular weight	81.078	g/mol
ΔE to the lowest compared entry with this formula, charge and spin	103.4	kcal per mole
HOMO level (alpha / beta)	-0.3687 / -0.4111	hartree

=====

DFT (ωB97M-V/def2-TZVPD) results for 2 unconnected molecules or ions with the total composition C3H3N3 at a distorted geometry.

```
! RIJCOSX wB97M-V def2-TZVPD def2/J DEFGRID3
* xyz 0 1
C -2.5797 -0.1195 -1.5443
N 1.3578 0.2806 -0.0432
N -1.8394 -0.3078 -0.7063
N -0.5133 -0.8504 2.6513
C 0.4066 0.5770 0.7453
H 1.4371 0.9142 -0.8087
C -0.0916 -0.3312 1.7267
H -3.3233 -0.0050 -2.2410
H -0.2020 1.4039 0.7782
*
```

Output
HOMO-LUMO gap	0.4100	Ha
molecular weight	81.078	g/mol
ΔE to the lowest compared entry with this formula, charge and spin	48.2	kcal per mole
HOMO level	-0.3985	hartree

=====

DFT (ωB97M-V/def2-TZVPD) results for a single C3H3N3O molecule at a distorted geometry.

```
! RIJCOSX wB97M-V def2-TZVPD def2/J DEFGRID3
* xyz 0 1
H 2.3358 0.3368 0.2567
H -2.2694 -0.7278 -0.2231
C 0.7468 -1.0674 0.3015
N 0.6062 1.3273 -0.1450
N -1.3110 -0.3505 -0.1461
C -0.7166 1.3260 -0.3257
H 1.4101 -1.8861 0.5491
O -1.5169 2.1669 -0.5702
C 1.2616 0.2169 0.1332
N -0.5465 -1.3421 0.1696
*
```

Output
HOMO-LUMO gap	0.3277	Ha
molecular weight	97.077	g/mol
ΔE to the lowest compared entry with this formula, charge and spin	45.0	kcal per mole
HOMO level	-0.3501	hartree

=====

DFT (ωB97M-V/def2-TZVPD) results for a single C3H3N3O molecule.

```
! RIJCOSX wB97M-V def2-TZVPD def2/J DEFGRID3
* xyz 0 1
N 2.0157 0.0296 0.8604
N -0.1269 0.6004 -1.4137
O -1.5537 0.5665 1.2140
H 2.9894 0.1451 0.5977
C -1.3985 -0.3924 0.4993
C 1.2482 0.7309 0.2171
C -0.7840 -0.3570 -0.8779
H -1.8381 -1.3749 0.7489
N 0.4744 1.4254 -0.4547
H -1.0361 -1.1865 -1.5302
*
```

Output
HOMO-LUMO gap	0.3262	Ha
molecular weight	97.077	g/mol
ΔE to the lowest compared entry with this formula, charge and spin	82.5	kcal per mole
HOMO level	-0.3525	hartree

=====

DFT (ωB97M-V/def2-TZVPD) results for a single C3H3N3O2 molecule at a distorted geometry.

```
! RIJCOSX wB97M-V def2-TZVPD def2/J DEFGRID3
* xyz 0 1
N 0.4782 2.2294 0.0348
H -0.2449 2.5311 0.6386
C -0.6502 -0.9978 0.4483
C 0.3365 1.0073 -0.1981
H 1.8782 0.5401 -1.7890
O 0.4161 -1.6593 -0.0024
N 1.1995 -1.1187 -0.8904
C 1.1303 0.1576 -1.0806
O -1.5533 -1.7806 0.9802
H -2.2298 -1.2637 1.4765
N -0.7606 0.3548 0.3821
*
```

Output
HOMO-LUMO gap	0.3648	Ha
molecular weight	113.076	g/mol
ΔE to the lowest compared entry with this formula, charge and spin	83.5	kcal per mole
HOMO level	-0.3538	hartree

=====

DFT (ωB97M-V/def2-TZVPD) results for a single C3H3N3O2 molecule at a distorted geometry.

```
! RIJCOSX wB97M-V def2-TZVPD def2/J DEFGRID3
* xyz 0 1
C -0.9764 -1.2231 0.0243
H 1.9674 1.6957 0.2515
H -2.6250 0.2351 -0.1454
C 1.3714 -0.9032 -0.0204
O 1.1670 2.2112 -0.0084
N 0.3624 -1.5679 -0.0008
H -1.5402 -2.1545 0.0486
N -0.9363 1.2214 -0.1376
N 0.3045 1.1278 0.1029
C -1.5899 0.0229 -0.1156
O 2.4951 -0.6653 0.0010
*
```

Output
HOMO-LUMO gap	0.3189	Ha
molecular weight	113.076	g/mol
ΔE to the lowest compared entry with this formula, charge and spin	108.0	kcal per mole
HOMO level	-0.3359	hartree

=====

Q: Number 9 is which compound?
A: C3H3N3O2